[1]
DFT (the ωB97M-V functional and the def2-TZVPD basis) results for an isolated molecule of C5H8O3S.

Geometry as XYZ:
```
17
Properties=species:S:1:pos:R:3:forces:R:3
C -0.8573 -1.1720 -0.0490 0.06 3.43 0.65
C -1.2537 -2.3340 0.2967 0.52 -4.40 -0.30
C -1.0162 0.2116 -0.0725 -0.34 -0.26 -2.73
C 0.5788 2.2345 -0.1242 2.16 0.62 1.17
C -0.3372 1.3258 0.6872 -2.45 -0.81 0.53
O 1.5662 -1.2622 0.8391 -0.25 -0.18 -1.31
O 1.4402 -0.0213 -1.2874 -0.06 -0.80 0.17
O 1.2758 -2.4156 -1.3775 -0.70 -0.02 0.94
S 1.1679 -1.2366 -0.5607 1.99 0.44 -0.07
H -0.6407 -3.2896 0.0172 -1.11 2.03 0.49
H -2.1503 -2.5458 0.8510 -0.31 0.29 0.13
H -1.4842 0.5036 -1.0536 0.21 -0.01 0.91
H 0.2941 3.2131 -0.4076 -1.43 1.00 0.08
H 0.9488 1.8040 -1.0604 -0.09 -0.03 0.86
H 1.4622 2.4866 0.5860 -1.10 -0.77 -1.35
H -1.1743 1.8129 1.3700 1.54 -0.62 -1.56
H 0.1799 0.6853 1.3457 1.37 0.08 1.39
```
Forces are in eV/Å.

Orbital gap (spin up / spin down)   8.6 / 8.6 eV
E_HOMO (spin up / spin down)   -0.3856 / -0.3856 Ha
E_LUMO (spin up / spin down)   -1.92 / -1.92 eV



[2]
DFT (the ωB97M-V functional and the def2-TZVPD basis) results for C45H32BrI2N3PSV as an isolated structure.

Geometry as XYZ:
```
86
Properties=species:S:1:pos:R:3:forces:R:3
V -0.6238 0.4646 0.6078 0.43 -0.16 0.20
S -0.1248 -0.0464 5.4348 0.00 0.03 -0.03
C -1.7847 0.1941 4.7517 -0.02 -0.01 0.02
C -2.6386 0.5236 5.8155 0.01 -0.01 0.01
C -3.9003 1.0509 5.6280 -0.01 0.01 0.00
C -4.3657 1.2377 4.3339 0.01 0.00 0.00
C -3.5761 0.8596 3.2693 0.01 0.01 0.01
C -2.2861 0.3343 3.4231 0.01 0.07 -0.04
N -1.6586 -0.0896 2.2366 -0.21 -0.18 0.10
C -0.8139 -1.1685 2.5367 -0.08 0.00 0.02
C -0.7763 -3.4417 1.8165 -0.01 0.00 0.00
C -1.0865 -4.7316 1.4333 0.00 0.00 0.00
C -0.2770 -5.3598 0.4904 -0.01 0.00 0.00
C 0.8280 -4.7078 -0.0397 0.00 0.01 0.00
C 1.1409 -3.4063 0.3448 0.01 -0.04 -0.03
C 0.3235 -2.7961 1.2738 0.03 -0.01 0.01
H -2.2732 0.3769 6.8246 0.00 0.00 -0.01
H -4.5133 1.3004 6.4831 0.00 0.00 -0.01
H -5.3540 1.6420 4.1564 0.01 0.00 0.00
H -3.9489 0.9365 2.2544 0.00 0.00 0.00
H -1.9446 -5.2438 1.8512 0.01 0.00 -0.01
H -0.5095 -6.3667 0.1695 0.00 0.01 0.00
H 1.4493 -5.2085 -0.7706 -0.01 0.00 0.00
H 1.9843 -2.8985 -0.1035 -0.08 -0.08 0.05
I -1.7956 -1.4099 -1.0175 0.15 -0.04 0.11
C -0.7530 -1.8334 -2.8031 -0.09 0.00 -0.02
C -1.4659 -2.7724 -3.5025 -0.03 -0.01 -0.02
C -0.9807 -3.3383 -4.6897 0.02 0.00 -0.01
C 0.2423 -2.9516 -5.1323 -0.01 0.00 0.00
C 1.0005 -1.9803 -4.4360 0.02 0.00 -0.02
C 2.2631 -1.6562 -4.9849 0.00 0.01 0.00
C 3.0601 -0.7289 -4.3974 -0.01 0.00 0.01
C 2.5967 -0.0884 -3.2404 -0.01 0.03 -0.02
C 1.3798 -0.3494 -2.6462 0.06 0.00 0.02
P 1.0748 0.7934 -1.2123 0.17 0.04 -0.48
C 2.7697 0.8709 -0.5177 0.00 0.00 0.04
C 3.5103 2.0418 -0.4086 -0.02 -0.02 0.04
C 4.7685 2.0188 0.1848 -0.01 0.00 -0.02
C 5.3030 0.8291 0.6517 0.01 0.02 -0.01
C 4.5752 -0.3477 0.5251 -0.02 0.00 0.04
C 3.3165 -0.3216 -0.0471 -0.06 -0.01 0.08
C 0.8544 2.4027 -2.0559 -0.09 -0.01 0.05
C 0.7023 2.5382 -3.4316 0.01 0.00 -0.03
C 0.4299 3.7828 -3.9891 0.00 -0.01 0.01
C 0.3121 4.9007 -3.1800 0.00 0.01 0.00
C 0.4598 4.7749 -1.8029 0.00 0.01 0.00
C 0.7149 3.5342 -1.2464 0.04 0.00 -0.01
C 0.5233 -1.3502 -3.2365 0.03 -0.03 0.02
H -2.4246 -3.1057 -3.1277 0.01 0.00 0.00
H -1.5694 -4.0761 -5.2167 0.00 0.01 0.00
H 0.6678 -3.3771 -6.0323 0.00 0.00 0.00
H 2.5736 -2.1704 -5.8859 -0.01 0.01 0.00
H 4.0270 -0.4722 -4.8080 0.00 0.00 0.01
H 3.2371 0.6674 -2.8071 0.00 0.01 -0.01
H 3.1262 2.9777 -0.7885 -0.02 0.02 -0.01
H 5.3346 2.9377 0.2671 0.00 -0.01 0.00
H 6.2845 0.8157 1.1070 -0.01 0.00 0.00
H 4.9844 -1.2836 0.8835 0.00 0.00 0.00
H 2.7437 -1.2374 -0.1171 0.07 0.12 -0.04
H 0.7886 1.6764 -4.0803 0.01 0.00 0.00
H 0.3138 3.8734 -5.0615 0.00 0.00 0.01
H 0.1058 5.8690 -3.6174 0.00 -0.01 0.00
H 0.3684 5.6432 -1.1626 0.00 0.00 0.00
H 0.7981 3.4371 -0.1686 0.00 0.00 0.01
Br -1.4755 3.4786 2.2622 -0.02 0.00 0.00
C -2.0949 3.2550 0.5039 0.02 0.00 -0.01
C -2.8498 4.2874 -0.0316 -0.01 0.01 0.01
C -3.2538 4.2026 -1.3487 0.01 -0.01 0.00
C -2.8786 3.0862 -2.0791 0.01 0.01 0.00
C -2.1492 2.1022 -1.4525 0.02 -0.01 0.03
N -1.7464 2.1498 -0.1638 -0.34 0.42 -0.08
H -3.0931 5.1385 0.5866 0.00 0.00 -0.01
H -3.8386 4.9956 -1.7953 0.00 -0.01 0.00
H -3.1451 2.9667 -3.1193 -0.01 0.01 0.01
H -1.8566 1.2249 -2.0065 0.00 -0.05 0.00
I 1.2836 1.0959 2.7022 0.06 -0.10 -0.03
C 0.5401 -0.8880 3.0491 0.03 0.02 0.03
C 0.7480 -1.3682 4.4643 0.00 -0.03 -0.01
C 0.0877 -2.6589 4.8353 -0.01 0.01 -0.01
C -0.9625 -3.1332 4.1875 -0.01 -0.02 0.01
C -1.4090 -2.5585 2.8724 0.04 -0.03 0.00
N 0.3550 -1.4076 1.6475 -0.07 0.01 0.01
H 1.7812 -1.3162 4.8062 0.00 0.00 0.01
H 0.4332 -3.1180 5.7525 0.00 0.01 -0.01
H -1.4718 -4.0245 4.5343 0.01 0.01 0.00
H -2.4958 -2.4997 2.8040 -0.01 0.01 -0.01
```
Forces are in eV/Å.

Orbital gap (spin up / spin down)   6.8 / 6.5 eV
E_HOMO (spin up / spin down)   -0.3449 / -0.3323 Ha
Multiplicity   2
Total charge   +1
E_LUMO (spin up / spin down)   -2.63 / -2.55 eV



[3]
DFT (the ωB97M-V functional and the def2-TZVPD basis) results for H22O11 as an isolated structure.

Geometry as XYZ:
```
33
Properties=species:S:1:pos:R:3:forces:R:3
O -7.8717 15.7913 -19.0154 -1.48 -3.22 -3.41
H -7.1205 15.9348 -18.4397 0.04 -0.31 0.51
H -7.4960 15.7519 -19.8949 0.37 -0.35 -0.36
O -9.7709 14.0091 -18.4948 -0.96 -1.11 -0.71
H -9.1168 14.0937 -17.8011 0.01 0.05 -1.13
H -9.3382 14.3537 -19.2760 -0.10 -0.09 0.05
O -9.6778 18.7427 -18.4561 -1.08 6.29 -1.16
H -8.7524 18.9574 -18.3391 -1.88 -0.30 0.21
H -9.6796 18.0268 -19.0915 -0.81 0.23 -0.07
O -10.9810 17.6766 -17.1166 -4.15 -2.75 3.49
H -10.3097 18.1385 -17.6189 0.41 0.85 -0.07
H -10.5054 17.2842 -16.3845 -0.65 -0.11 0.13
O -8.3728 18.2658 -15.1269 0.33 1.69 2.25
H -7.5294 18.5984 -15.4338 -0.03 0.52 -0.22
H -8.8056 17.9432 -15.9173 -0.07 -0.01 -0.75
O -8.5984 17.1050 -17.1773 1.56 0.46 -0.70
H -8.0530 17.2367 -17.9528 -0.94 0.38 0.58
H -8.7011 16.1554 -17.1145 -0.31 0.48 -0.21
O -6.1743 16.5948 -17.9946 4.65 1.48 1.62
H -5.3908 16.0648 -17.8479 0.55 -0.22 0.07
H -6.0618 17.3533 -17.4217 -0.33 0.38 0.55
O -9.5319 17.1614 -19.9195 -1.04 -2.33 -4.81
H -9.0448 16.4316 -19.5368 -0.14 -0.51 0.66
H -8.9331 17.5375 -20.5646 -0.13 0.15 -0.50
O -8.6749 14.9291 -16.5033 -0.28 -3.28 0.92
H -9.4832 14.4521 -16.3152 -0.80 0.13 0.61
H -7.9790 14.2872 -16.3620 0.29 -0.57 0.22
O -7.5451 19.2230 -18.1628 5.14 1.24 0.65
H -7.6535 20.1727 -18.2130 0.06 0.64 0.14
H -7.1246 18.9854 -18.9892 0.40 0.06 -0.43
O -7.2977 15.9952 -14.7846 1.83 -1.38 0.64
H -7.4721 16.9303 -14.8919 -0.72 0.54 0.27
H -7.5133 15.6118 -15.6347 0.23 0.98 0.96
```
Forces are in eV/Å.

Orbital gap   7.4 eV
E_HOMO   -0.3053 Ha
E_LUMO   -0.95 eV



[4]
DFT (the ωB97M-V functional and the def2-TZVPD basis) results for C15H21AlClF2O3Si as an isolated structure.

Geometry as XYZ:
```
44
Properties=species:S:1:pos:R:3:forces:R:3
C 5.9312 -1.3167 0.6152 0.60 0.05 -0.08
C 6.0905 0.1060 0.0796 -0.61 -0.80 0.29
C 4.7389 0.8523 0.0680 1.27 0.10 -0.18
Cl 4.4878 1.5403 1.6766 -0.22 0.02 0.07
O 3.7225 -0.0679 -0.3133 0.16 0.39 -0.06
C 2.4889 0.1598 0.1629 0.01 0.23 -0.22
O 2.0355 -0.3718 1.1032 -0.51 -0.67 0.85
O 1.7474 1.0837 -0.5521 0.27 -0.30 -0.39
C 0.8874 0.5588 -1.5075 0.02 0.88 -0.55
F 1.3416 0.9390 -2.7164 0.02 -0.16 -0.05
F 0.9071 -0.7931 -1.5007 0.03 -0.27 0.31
C -0.5263 1.0743 -1.3268 -0.27 0.19 0.87
C -0.9056 1.2634 0.1758 -0.25 -0.48 -0.93
Si -2.7122 1.0045 0.5204 1.29 0.49 0.05
C -3.1285 1.5586 2.3098 -0.76 -0.05 0.45
C -3.8368 2.0779 -0.6400 -0.81 -0.90 -0.19
C -3.2806 -0.7475 0.2320 0.24 0.72 0.27
C -2.3871 -1.8055 -0.1594 -0.58 -0.73 -0.10
C -2.8994 -3.0483 -0.3835 1.07 0.60 -0.03
C -4.3044 -3.3060 -0.2162 -0.32 0.07 -0.05
C -5.2008 -2.3002 0.1662 -0.34 0.97 0.23
C -4.7230 -1.0417 0.3988 -0.03 -0.80 -0.10
H 5.5157 -1.9930 -0.1187 -0.37 -0.07 -0.02
H 5.3308 -1.2821 1.5155 -0.28 -0.13 0.08
H 6.8917 -1.7278 0.9100 0.20 0.02 0.01
H 6.5176 0.0635 -0.9496 -0.59 -0.01 0.36
H 6.7927 0.6159 0.7308 0.06 0.47 -0.16
H 4.7904 1.6859 -0.6251 -0.41 0.16 -0.08
H -1.1968 0.3812 -1.8273 0.01 -0.10 -0.32
H -0.6004 2.0357 -1.8168 0.03 0.10 -0.30
H -0.2637 0.6294 0.7877 -0.06 -0.01 0.31
H -0.6990 2.2983 0.4354 0.14 0.12 0.31
H -3.6345 2.5162 2.2364 -0.13 0.11 -0.15
H -2.1896 1.6945 2.8407 0.41 -0.22 -0.24
H -3.7495 0.8677 2.8690 -0.11 -0.08 0.02
H -4.8456 2.0425 -0.2420 -0.13 0.30 0.12
H -3.4345 3.0846 -0.6718 0.29 0.10 0.24
H -3.8591 1.6014 -1.6137 0.20 0.13 -0.26
H -1.3334 -1.6092 -0.2698 0.20 0.03 -0.03
H -2.2365 -3.8414 -0.6932 -0.06 -0.25 -0.01
H -4.6948 -4.2980 -0.4005 0.06 -0.22 -0.02
H -6.2554 -2.4953 0.2727 -0.14 -0.22 0.01
H -5.3727 -0.2390 0.7067 -0.21 0.10 0.06
Al 8.0525 0.5491 -2.2690 0.60 0.13 -0.42
```
Forces are in eV/Å.

Orbital gap   2.9 eV
E_HOMO   -0.6562 Ha
Total charge   +3
E_LUMO   -14.91 eV



The records above give, respectively, energy relative to the best compared isomer or geometry (same formula, charge and spin) values of 4.667; 2.773; 10.167; 0.000 eV.
The records above give, respectively, electronic energy values of -819.06116; -6750.96631; -840.50650; -2000.55334 Eh.
The records above give, respectively, F_max values of 0.086; 0.011; 0.126; 0.027 hartree/bohr.